Record 1
Formula: C28H36NbP2Si
Source: the OMol25 dataset
Level of theory: the ωB97M-V functional and the def2-TZVPD basis

```
! wB97M-V def2-TZVPD RIJCOSX def2/J DEFGRID3
* xyz 3 1
C -1.567 -1.816 0.199
C -0.340 -2.472 0.561
C -0.275 -2.576 1.989
H 0.367 -2.917 -0.126
C -1.447 -1.967 2.525
C -2.253 -1.492 1.417
H -3.263 -1.115 1.459
H -1.935 -1.632 -0.805
H 0.527 -3.051 2.550
H -1.742 -1.976 3.567
Nb -0.366 -0.434 1.328
C 4.457 0.350 -1.631
H 4.191 0.247 -0.582
H 5.519 0.101 -1.724
H 3.906 -0.341 -2.271
Si 1.486 -0.325 -0.799
C 1.126 -0.660 -2.604
C 0.365 -1.806 -2.873
H -0.028 -2.403 -2.048
C 0.132 -2.213 -4.186
H -0.459 -3.114 -4.361
C 0.664 -1.468 -5.244
H 0.508 -1.807 -6.267
C 1.377 -0.290 -4.995
H 1.774 0.301 -5.822
C 1.594 0.123 -3.675
H 2.162 1.042 -3.471
C 2.638 -1.730 -0.189
C 3.069 -2.756 -1.051
H 2.759 -2.759 -2.096
C 3.919 -3.760 -0.577
H 4.270 -4.534 -1.267
C 4.312 -3.769 0.766
H 4.965 -4.556 1.136
C 3.853 -2.780 1.642
H 4.122 -2.796 2.698
C 3.046 -1.745 1.159
H 2.719 -0.950 1.842
H 2.187 0.973 -0.796
H 4.245 1.377 -1.960
C -1.400 2.568 3.853
P -1.915 1.166 2.818
C -3.137 0.408 3.943
C -3.024 1.956 1.533
C -4.387 2.122 1.740
C -5.192 2.616 0.705
C -4.616 2.994 -0.507
C -3.240 2.846 -0.709
C -2.436 2.299 0.292
P -0.700 1.771 0.003
C -0.364 2.467 -1.634
C 0.320 2.821 1.103
H -0.437 2.339 4.324
H -2.152 2.707 4.637
H -1.313 3.500 3.290
H -3.618 1.215 4.514
H -3.909 -0.160 3.409
H -2.596 -0.249 4.637
H -4.832 1.847 2.695
H -6.264 2.697 0.869
H -5.250 3.396 -1.300
H -2.814 3.171 -1.655
H -0.654 3.526 -1.610
H 0.692 2.386 -1.911
H -0.962 1.936 -2.381
H -0.280 3.680 1.428
H 0.725 2.299 1.988
H 1.169 3.174 0.507
*
```

The relative energy (zero: lowest compared OMol25 entry of this formula, charge and spin) is 0.000 eV. The HOMO-LUMO gap (alpha / beta) is 4.77 / 4.81 eV. The LUMO energy (alpha / beta) is -12.293 / -12.256 eV. For the strongest force on any atom, the calculation gives 0.1601 Eh/bohr.

Mulliken population analysis, charges in e, atoms 1 to 4: number 1, C, carries -0.357; number 2, C, carries -0.484; number 3, C, carries -0.985; number 4, H, carries 1.340



Record 2
Formula: C28H36O8
Source: the OMol25 dataset
Level of theory: the ωB97M-V functional and the def2-TZVPD basis

```
! wB97M-V def2-TZVPD RIJCOSX def2/J DEFGRID3
* xyz 0 1
C -4.310 -3.598 -0.021
O -3.361 -2.568 -0.274
C -3.663 -1.369 0.215
O -4.693 -1.150 0.805
C -2.588 -0.305 0.020
C -2.356 0.080 1.510
O -1.726 -0.579 2.312
C -3.081 1.300 1.769
C -3.210 1.884 3.140
C -3.619 1.771 0.625
O -4.391 2.852 0.487
C -3.228 0.984 -0.603
C -4.455 0.725 -1.487
C -2.215 1.848 -1.353
C -2.754 2.989 -2.161
C -0.908 1.621 -1.282
C -0.354 0.494 -0.473
C 1.170 0.247 -0.630
C 1.942 1.569 -0.571
C 3.111 1.507 0.402
C 3.866 0.205 0.175
O 5.141 0.225 0.828
C 6.144 0.850 0.207
C 7.418 0.735 1.006
O 6.043 1.412 -0.851
C 3.077 -1.014 0.697
C 3.702 -2.257 0.049
C 3.250 -1.145 2.217
C 1.556 -0.824 0.409
C 0.887 -2.014 -0.285
C -0.630 -1.989 -0.072
C -1.280 -0.738 -0.692
C -1.586 -1.034 -2.170
O 1.228 -1.840 -1.666
C 1.393 -0.533 -1.921
O 1.667 -0.097 -3.001
H -5.277 -3.338 -0.457
H -4.435 -3.738 1.054
H -3.909 -4.496 -0.483
H -4.241 1.832 3.490
H -2.880 2.923 3.165
H -2.591 1.304 3.820
H -4.562 3.246 1.353
H -4.903 1.670 -1.776
H -4.174 0.175 -2.380
H -5.207 0.162 -0.942
H -3.219 2.630 -3.078
H -1.945 3.662 -2.436
H -3.498 3.546 -1.597
H -0.226 2.231 -1.853
H -0.462 0.779 0.584
H 2.315 1.789 -1.574
H 1.282 2.382 -0.266
H 3.781 2.350 0.224
H 2.763 1.560 1.435
H 4.046 0.102 -0.904
H 8.010 1.637 0.881
H 7.192 0.564 2.054
H 7.991 -0.107 0.624
H 4.781 -2.207 0.180
H 3.491 -2.308 -1.015
H 3.355 -3.171 0.525
H 2.647 -1.973 2.584
H 2.939 -0.239 2.730
H 4.290 -1.335 2.463
H 1.056 -0.623 1.357
H 1.273 -2.988 0.015
H -0.811 -2.023 1.002
H -1.063 -2.880 -0.523
H -0.749 -1.520 -2.659
H -1.816 -0.132 -2.727
H -2.434 -1.710 -2.229
*
```

The HOMO-LUMO gap is 9.31 eV. The LUMO energy is 0.393 eV. For the strongest force on any atom, the calculation gives 0.0199 Eh/bohr. Its SMILES is COC(=O)[C@]12C(=O)C(C)=C(O)[C@@]1(C)C(C)=C[C@@H]1[C@@]34CC[C@@H](OC(C)=O)C(C)(C)[C@@H]3[C@@H](C[C@]12C)OC4=O.

Mulliken population analysis, charges in e, atoms 1 to 4: number 1, C, carries -0.850; number 2, O, carries -0.217; number 3, C, carries 0.207; number 4, O, carries -0.616



Record 3
Formula: C28H37BCrNO3
Source: the OMol25 dataset
Level of theory: the ωB97M-V functional and the def2-TZVPD basis

```
! wB97M-V def2-TZVPD RIJCOSX def2/J DEFGRID3
* xyz -1 5
C -2.017 0.306 1.508
C -1.185 1.434 1.543
C -0.837 1.811 0.205
H -0.986 2.036 2.435
C -1.343 0.761 -0.686
C -2.071 -0.202 0.160
H -1.337 0.778 -1.776
C 1.355 -1.653 1.883
C 1.073 -0.518 2.681
C 1.640 0.634 2.083
H 0.525 -0.519 3.608
C 2.381 0.201 0.914
C 2.109 -1.226 0.726
H -0.344 2.744 -0.090
H -2.888 -0.798 -0.251
H -2.584 -0.100 2.350
H 2.520 -1.845 -0.062
H 1.676 1.631 2.515
H 1.288 -2.682 2.189
Cr 0.453 0.071 0.135
C 3.008 1.047 -0.148
C 4.325 0.348 -0.514
C 3.303 2.463 0.356
H 4.898 0.138 0.406
H 4.948 0.941 -1.186
H 4.132 -0.609 -1.014
H 3.870 2.429 1.300
H 2.392 3.053 0.539
H 3.906 3.014 -0.380
C 1.940 1.138 -1.340
C 2.570 1.609 -2.646
H 1.154 1.892 -1.082
H 1.496 0.107 -1.543
O 3.759 1.348 -2.863
N 1.842 2.337 -3.574
C 0.372 2.407 -3.645
H 2.349 2.433 -4.454
C -0.161 3.597 -2.863
C -1.548 3.784 -2.800
H -2.204 3.089 -3.337
C -2.072 4.839 -2.053
H -3.153 4.969 -1.982
C -1.209 5.732 -1.400
H -1.615 6.570 -0.826
C 0.178 5.587 -1.519
H 0.872 6.284 -1.046
C 0.704 4.529 -2.273
H 1.784 4.419 -2.418
H -0.070 1.466 -3.265
H 0.077 2.502 -4.706
C -0.492 -5.055 0.604
C -1.658 -4.074 0.637
C -2.800 -4.698 -0.130
O -1.244 -2.868 -0.049
B -0.921 -1.891 0.896
O -1.250 -2.332 2.198
C -2.006 -3.571 2.100
C -3.477 -3.237 2.290
C -1.584 -4.490 3.236
H 0.400 -4.665 1.111
H -0.198 -5.227 -0.440
H -0.760 -6.028 1.048
H -2.483 -4.936 -1.151
H -3.118 -5.635 0.344
H -3.668 -4.039 -0.193
H -4.121 -4.132 2.296
H -3.607 -2.728 3.252
H -3.840 -2.540 1.526
H -0.519 -4.752 3.188
H -1.766 -3.997 4.202
H -2.163 -5.430 3.238
*
```

The relative energy (zero: lowest compared OMol25 entry of this formula, charge and spin) is 0.000 eV. The HOMO-LUMO gap (alpha / beta) is 4.49 / 4.43 eV. The LUMO energy (alpha / beta) is 2.743 / 2.727 eV. For the strongest force on any atom, the calculation gives 0.0858 Eh/bohr.

Mulliken population analysis, charges in e, atoms 1 to 4: number 1, C, carries -0.298; number 2, C, carries -1.397; number 3, C, carries 0.036; number 4, H, carries 0.411